[1]
A structure of composition C29H35N2O4SScTe. Source: the Open Molecules 2025 dataset; level of theory: ωB97M-V with the def2-TZVPD basis set.

Atoms and positions in Å:
Sc -2.9119 1.2122 -0.2233
N -2.5649 2.2934 -2.6651
C -3.9922 2.2106 -3.1054
C -4.5431 1.7865 -1.7654
O -4.5046 0.5575 -1.4722
O -4.4983 2.6387 -0.8330
H -2.3376 3.2650 -2.4818
H -1.9327 1.9586 -3.3816
H -4.1104 1.4230 -3.8448
H -4.3835 3.1558 -3.4754
O -2.3198 2.5900 1.1743
S -2.8487 3.2834 2.4389
C -2.1373 2.3069 3.7812
C -3.1498 1.2141 4.1060
C -4.5006 1.9179 4.0584
C -4.5289 2.6502 2.7189
H -1.9936 2.9945 4.6176
H -1.1632 1.9837 3.4161
H -2.9426 0.7668 5.0765
H -3.0979 0.4264 3.3497
H -4.5821 2.6313 4.8820
H -5.3478 1.2372 4.1301
H -5.2319 3.4757 2.6330
H -4.7247 1.9569 1.8929
C 6.8295 -1.8967 -2.6440
C 5.4191 -1.4334 -2.4297
C 4.3475 -2.3050 -2.5523
C 3.0340 -1.8869 -2.3622
C 1.9390 -2.9004 -2.4991
C 2.7958 -0.5500 -2.0313
Te 0.7824 0.1660 -1.8003
N -1.3513 -0.1017 -0.7706
C -1.8918 -0.9193 0.0681
O -2.7919 -0.4204 0.9246
C -1.6875 -2.3798 0.1573
C -1.1357 -3.0713 -0.9138
C -0.9489 -4.4413 -0.8369
C -1.3131 -5.1231 0.3160
C -1.8777 -4.4367 1.3831
C -2.0734 -3.0690 1.3031
C 1.1311 1.0846 0.0578
C 0.9057 2.4542 0.1307
C 1.1410 3.1456 1.3091
C 1.5962 2.4490 2.4193
C 1.7930 1.0795 2.3445
C 1.5671 0.3655 1.1689
C 1.7876 -1.1161 1.1474
C 3.8556 0.3589 -1.9256
C 3.6689 1.8156 -1.6094
C 5.1499 -0.1082 -2.1231
H 6.8743 -2.9744 -2.7890
H 7.4590 -1.6439 -1.7908
H 7.2650 -1.4199 -3.5228
H 4.5336 -3.3416 -2.8032
H 2.3447 -3.8582 -2.8201
H 1.1879 -2.6062 -3.2369
H 1.4256 -3.0598 -1.5493
H -0.8896 -2.5347 -1.8227
H -0.5319 -4.9775 -1.6781
H -1.1682 -6.1928 0.3785
H -2.1718 -4.9723 2.2751
H -2.5218 -2.5236 2.1214
H 0.5672 2.9976 -0.7453
H 0.9830 4.2146 1.3518
H 1.8022 2.9706 3.3446
H 2.1353 0.5420 3.2203
H 1.8011 -1.5117 2.1620
H 2.7367 -1.3699 0.6700
H 0.9965 -1.6361 0.6011
H 2.8115 2.2491 -2.1311
H 4.5524 2.3758 -1.9115
H 3.5134 1.9814 -0.5416
H 5.9701 0.5956 -2.0417

Cartesian forces (eV/Å) of the 3 atoms listed first:
Sc 0.39 -0.02 -0.23
N -0.04 0.20 0.03
C 0.00 -0.09 -0.07

Properties
Lowest unoccupied orbital energy (spin up / spin down) (eV): -1.99 / -4.11
Charge: +1
Highest occupied orbital energy (spin up / spin down) (eV): -10.36 / -11.02
2S+1: 2
Molar mass (g mol⁻¹): 680.23
DFT total energy (eV): -80637.733
<S²>: 0.76

---

[2]
A structure of composition C29H35N3O2P2Ru. Source: the Open Molecules 2025 dataset; level of theory: ωB97M-V with the def2-TZVPD basis set.

Atoms and positions in Å:
Ru -0.7508 1.0512 1.7934
N -1.4510 0.2314 3.6044
C -2.1942 1.2851 4.3743
C -3.0640 2.0485 3.3966
N -2.2741 2.4501 2.1777
C -1.7300 3.8497 2.1919
C -0.4679 3.9273 3.0196
N 0.4807 2.8960 2.5133
H -2.0908 -0.5354 3.3850
H -0.7245 -0.1880 4.1857
H -1.4535 1.9189 4.8573
H -2.7988 0.8296 5.1586
H -3.5058 2.9288 3.8644
H -3.8838 1.4152 3.0533
H -2.9220 2.4212 1.3904
H -2.4927 4.5379 2.5583
H -1.5173 4.1072 1.1525
H -0.6579 3.7349 4.0740
H -0.0393 4.9276 2.9523
H 1.2443 2.7613 3.1719
H 0.9069 3.2384 1.6532
O 0.5871 -0.4566 1.4587
P 1.3664 -1.0745 0.2826
C 1.3529 0.0820 -1.1061
P -0.3049 0.8059 -1.4331
O -0.7073 1.5397 -0.1022
C -0.1442 1.9483 -2.7493
C 0.8361 2.9520 -2.6936
C 0.9400 3.8588 -3.7236
C 0.0737 3.7722 -4.8148
C -0.8990 2.7849 -4.8706
C -1.0168 1.8689 -3.8419
C -1.4360 -0.5116 -1.7701
C -1.1138 -1.4685 -2.7391
C -2.0220 -2.4676 -3.0412
C -3.2494 -2.5138 -2.3864
C -3.5766 -1.5598 -1.4311
C -2.6731 -0.5542 -1.1237
C 3.0990 -1.3843 0.7674
C 4.1847 -0.8431 0.1468
C 5.5089 -1.2667 0.5206
C 5.7171 -2.2475 1.5197
C 4.6306 -2.8041 2.1389
C 3.3270 -2.3949 1.7627
C 0.7442 -2.6603 -0.1666
C -0.4497 -3.1439 0.3716
C -0.9160 -4.3875 -0.0199
C -0.1986 -5.1421 -0.9422
C 0.9914 -4.6620 -1.4822
C 1.4693 -3.4232 -1.0954
H 1.6820 -0.4286 -2.0164
H 2.0332 0.9187 -0.9221
H 1.5123 3.0344 -1.8487
H 1.6919 4.6351 -3.6866
H 0.1617 4.4827 -5.6263
H -1.5691 2.7259 -5.7172
H -1.7803 1.1035 -3.8956
H -0.1746 -1.4253 -3.2797
H -1.7857 -3.1992 -3.8022
H -3.9630 -3.2875 -2.6385
H -4.5451 -1.5871 -0.9503
H -2.9503 0.2175 -0.4143
H 4.0948 -0.1017 -0.6367
H 6.3654 -0.8258 0.0221
H 6.7268 -2.5447 1.7750
H 4.7523 -3.5617 2.9029
H 2.4760 -2.8721 2.2380
H -1.0086 -2.5549 1.0874
H -1.8350 -4.7770 0.3971
H -0.5656 -6.1161 -1.2395
H 1.5449 -5.2589 -2.1944
H 2.4013 -3.0604 -1.5178

Cartesian forces (eV/Å) of the 3 atoms listed first:
Ru -0.13 0.08 -0.11
N 0.00 -0.05 0.05
C 0.01 0.01 0.01

Properties
Lowest unoccupied orbital energy (spin up / spin down) (eV): -11.65 / -15.19
Charge: +4
Highest occupied orbital energy (spin up / spin down) (eV): -19.10 / -19.10
2S+1: 5
Molar mass (g mol⁻¹): 620.64
DFT total energy (eV): -60328.198
<S²>: 6.03

---

[3]
A cluster of 2 separate species, C29H36BF3O2S in total in a non-equilibrium geometry. Source: the Open Molecules 2025 dataset; level of theory: ωB97M-V with the def2-TZVPD basis set.

Atoms and positions in Å:
C -2.6049 -5.5240 1.8116
C -1.8496 -4.3178 1.3189
C -1.0277 -3.5388 2.1456
C -0.1051 -2.6178 1.6372
C 0.7263 -1.9906 2.6974
C 0.0132 -2.3386 0.2422
C 1.2278 -1.6230 -0.3489
C 1.5502 -1.6886 -1.8611
B 2.1051 -0.5590 0.3806
O 2.6791 0.2291 -0.6341
C 3.4673 1.2037 0.0726
C 4.8305 0.5074 0.2319
C 3.5036 2.3854 -0.8633
C 2.7103 1.3805 1.4601
C 3.5484 1.4666 2.7202
C 1.7010 2.5076 1.4586
O 2.0506 0.0800 1.6001
C -0.9506 -3.0321 -0.5475
C -1.0449 -2.9085 -2.0271
C -1.8831 -3.9263 -0.0185
H -3.5434 -5.6379 1.2565
H -2.0393 -6.4593 1.6895
H -2.8745 -5.4339 2.8672
H -1.0787 -3.7233 3.2231
H 0.4410 -2.4472 3.6586
H 1.7894 -2.2079 2.5824
H 0.5786 -0.9066 2.7862
H 2.0536 -2.2874 0.0737
H 2.6056 -1.4690 -2.0686
H 1.3666 -2.6936 -2.2603
H 0.9741 -0.9557 -2.4535
H 5.5753 1.1470 0.7072
H 4.7296 -0.4180 0.8166
H 5.1998 0.1843 -0.7519
H 4.1232 3.2176 -0.5257
H 3.8636 2.0558 -1.8498
H 2.4970 2.7623 -1.0267
H 4.2466 2.2973 2.6712
H 2.9121 1.6463 3.5937
H 4.1009 0.5526 2.9484
H 2.1776 3.4868 1.4777
H 1.0460 2.4960 0.5898
H 1.0500 2.4851 2.3372
H -2.0969 -2.9616 -2.3276
H -0.6462 -1.9739 -2.4041
H -0.5230 -3.7415 -2.5115
H -2.6205 -4.3513 -0.6920
C -1.7489 6.2559 0.2983
C -1.2065 4.9509 -0.1400
C -0.5292 4.7135 -1.3231
C -0.3527 3.3352 -1.6160
C -1.0446 2.5001 -0.7437
C -1.4698 1.1587 -0.9280
C -1.5035 0.5658 -2.2155
C -2.6053 -0.2150 -2.5249
C -3.4882 -0.5557 -1.4993
C -4.8095 -1.1558 -1.8624
F -5.1087 -2.2339 -1.0654
F -5.8289 -0.2472 -1.7169
F -4.8563 -1.5951 -3.1588
C -3.1824 -0.3509 -0.1486
C -2.1625 0.5257 0.1367
S -1.6046 3.4485 0.6275
H -1.6084 6.9973 -0.4959
H -2.8210 6.1383 0.4706
H -1.3073 6.6341 1.2179
H -0.2296 5.5314 -1.9800
H 0.1645 2.9717 -2.4974
H -0.7653 0.8539 -2.9570
H -2.7958 -0.5140 -3.5585
H -3.7505 -0.8628 0.6372
H -1.9407 0.7911 1.1593

Cartesian forces (eV/Å) of the 3 atoms listed first:
C -0.52 0.17 0.06
C 0.24 0.63 -0.19
C -0.30 -0.80 -0.63

Properties
Lowest unoccupied orbital energy (eV): -0.20
Structure (SMILES): Cc1cc(C)c([C@@H](C)B2OC(C)(C)C(C)(C)O2)c(C)c1.Cc1ccc(-c2ccc(C(F)(F)F)cc2)s1
Energy relative to the best compared isomer or geometry (same formula, charge and spin) (kJ/mol): 0.00
Highest occupied orbital energy (eV): -7.78
Molar mass (g mol⁻¹): 516.48
DFT total energy (eV): -54417.741

---

[4]
A structure of composition C29H36N3O6PRuS in a non-equilibrium geometry. Source: the Open Molecules 2025 dataset; level of theory: ωB97M-V with the def2-TZVPD basis set.

Atoms and positions in Å:
Ru 1.3584 -1.2789 0.4845
O 2.4476 0.2768 1.6617
C 2.0056 0.9026 2.6794
C 2.3927 2.2608 2.8955
C 2.0003 2.9599 4.0007
C 1.2081 2.3583 4.9987
C 0.8142 1.0595 4.8270
C 1.1776 0.3156 3.6883
C 0.6904 -1.0093 3.5639
N 0.9182 -1.8232 2.5943
C 0.3830 -3.1618 2.6443
C -0.7473 -3.2910 1.6422
N -0.2987 -2.7641 0.3714
C -1.1722 -2.6300 -0.5686
C -0.8840 -2.3316 -1.9263
C -1.9382 -2.2543 -2.8523
C -1.7136 -2.0028 -4.1810
C -0.3899 -1.8214 -4.6206
C 0.6630 -1.8999 -3.7488
C 0.4724 -2.1526 -2.3555
O 1.4780 -2.2502 -1.5770
H 2.9931 2.7210 2.1212
H 2.2964 3.9968 4.1148
H 0.9194 2.9163 5.8803
H 0.2016 0.5749 5.5825
H 0.0782 -1.3682 4.4000
H 0.0261 -3.4194 3.6476
H 1.1832 -3.8460 2.3564
H -1.6390 -2.7640 2.0041
H -1.0069 -4.3488 1.5282
H -2.2289 -2.8048 -0.3338
H -2.9540 -2.3999 -2.4958
H -2.5368 -1.9403 -4.8811
H -0.2019 -1.6103 -5.6678
H 1.6855 -1.7787 -4.0849
S 3.4018 -3.0928 0.9998
C 4.2367 -1.9035 0.0853
C 5.6226 -1.8924 -0.1471
C 6.1556 -0.8897 -0.9278
C 5.3187 0.0833 -1.4784
C 3.9695 0.0131 -1.1860
N 3.4658 -0.9487 -0.4266
H 6.2383 -2.6632 0.2953
H 7.2233 -0.8544 -1.1109
H 5.7103 0.8657 -2.1134
H 3.2613 0.7437 -1.5618
C -1.8481 1.3325 -2.9144
C -1.1002 2.5167 -2.3004
C -1.8755 3.8080 -2.5540
C 0.3053 2.6265 -2.8923
O -1.0098 2.4209 -0.8679
P -0.6135 1.1026 -0.0143
O -0.2294 1.5676 1.3296
O 0.3174 0.2440 -0.8416
O -2.0025 0.2363 0.0429
C -3.0911 0.5262 0.9352
C -2.7340 0.1327 2.3703
C -3.4963 2.0005 0.8840
C -4.2489 -0.3376 0.4355
H -1.8642 1.4154 -4.0021
H -2.8754 1.3066 -2.5446
H -1.3589 0.3991 -2.6425
H -1.9421 4.0048 -3.6252
H -1.3751 4.6450 -2.0647
H -2.8834 3.7248 -2.1435
H 0.2592 2.7025 -3.9800
H 0.8761 1.7399 -2.6190
H 0.8066 3.5097 -2.4915
H -1.8543 0.6895 2.6906
H -2.5025 -0.9334 2.4137
H -3.5716 0.3425 3.0386
H -2.6596 2.6263 1.1907
H -4.3465 2.1760 1.5453
H -3.7762 2.2745 -0.1349
H -3.9341 -1.3806 0.3708
H -4.5626 -0.0087 -0.5571
H -5.0945 -0.2629 1.1209

Cartesian forces (eV/Å) of the 3 atoms listed first:
Ru 1.50 -3.22 1.03
O -0.35 -0.23 -0.90
C -0.09 0.01 0.32

Properties
Lowest unoccupied orbital energy (spin up / spin down) (eV): 2.25 / 2.46
Energy relative to the best compared isomer or geometry (same formula, charge and spin) (kJ/mol): 88.18
Charge: -1
Highest occupied orbital energy (spin up / spin down) (eV): -4.55 / -4.56
2S+1: 2
Molar mass (g mol⁻¹): 686.73
DFT total energy (eV): -70124.068
<S²>: 0.76

---

[5]
A structure of composition C29H36N4Si2Y in a non-equilibrium geometry. Source: the Open Molecules 2025 dataset; level of theory: ωB97M-V with the def2-TZVPD basis set.

Atoms and positions in Å:
Y 0.2716 -0.0033 0.1331
C 2.2354 -0.7427 -2.9686
C 2.8187 0.6652 -2.8739
C 1.7791 1.7617 -2.8950
C 2.1577 3.0572 -3.2351
C 1.1842 4.0287 -3.3810
C -0.1446 3.6684 -3.2072
C -0.4277 2.3716 -2.8265
N 0.5102 1.4346 -2.6378
N 2.0308 -1.3898 -1.6609
C 3.3324 -1.7471 -1.0831
C 3.3363 -1.9006 0.4170
C 4.5379 -1.8262 1.1111
C 4.5549 -2.1408 2.4596
C 3.3724 -2.5345 3.0675
C 2.2133 -2.5288 2.3132
N 2.1810 -2.1944 1.0195
C 1.2563 -2.6355 -1.8528
C -0.2064 -2.4173 -2.1448
C -0.7896 -2.8194 -3.3344
C -2.1608 -2.6793 -3.4974
C -2.9132 -2.1609 -2.4549
C -2.2577 -1.7691 -1.3030
N -0.9331 -1.8811 -1.1512
H 2.8887 -1.3721 -3.5865
H 1.2661 -0.6794 -3.4607
H 3.4836 0.8299 -3.7221
H 3.4349 0.7820 -1.9781
H 3.2015 3.2852 -3.4096
H 1.4544 5.0433 -3.6416
H -0.9412 4.3862 -3.3420
H -1.4510 2.0558 -2.6673
H 4.0787 -1.0058 -1.3588
H 3.6810 -2.6996 -1.5082
H 5.4485 -1.5402 0.5998
H 5.4752 -2.0856 3.0255
H 3.3457 -2.8217 4.1090
H 1.2610 -2.7967 2.7545
H 1.3128 -3.1930 -0.9200
H 1.7028 -3.2404 -2.6513
H -0.1827 -3.2462 -4.1216
H -2.6361 -2.9741 -4.4233
H -3.9855 -2.0540 -2.5335
H -2.7964 -1.3535 -0.4582
C 0.5849 -0.1233 4.1626
Si -0.6112 -0.5196 2.7170
C -1.3456 -2.2696 3.0127
C -2.0780 0.6858 2.9578
C -2.7257 0.6137 4.1983
C -3.8074 1.4205 4.5080
C -4.2661 2.3350 3.5699
C -3.6332 2.4246 2.3418
C -2.5415 1.6119 2.0084
Si -1.7688 1.9084 0.2801
C -3.2621 1.9096 -0.9359
C -1.0939 3.7028 0.3653
H 0.2191 -0.5394 5.1056
H 0.6630 0.9580 4.2946
H 1.5916 -0.5107 4.0024
H -1.3129 -2.5398 4.0713
H -0.8232 -3.0492 2.4515
H -2.3922 -2.2938 2.7029
H -2.3735 -0.0943 4.9433
H -4.2889 1.3401 5.4748
H -5.1102 2.9752 3.7947
H -3.9961 3.1492 1.6178
H -3.4644 2.9179 -1.3061
H -4.1650 1.5572 -0.4343
H -3.1011 1.2625 -1.8027
H -1.9067 4.4301 0.2831
H -0.3762 3.9216 -0.4253
H -0.5962 3.8788 1.3218

Cartesian forces (eV/Å) of the 3 atoms listed first:
Y 0.89 -1.55 -1.63
C 0.09 0.12 -0.11
C -0.15 -0.05 0.08

Properties
Lowest unoccupied orbital energy (eV): -3.00
Charge: +1
Highest occupied orbital energy (eV): -9.59
Molar mass (g mol⁻¹): 585.71
DFT total energy (eV): -53411.320

---

[6]
A structure of composition C29H36N6O2RbSe in a non-equilibrium geometry. Source: the Open Molecules 2025 dataset; level of theory: ωB97M-V with the def2-TZVPD basis set.

Atoms and positions in Å:
Rb 1.0015 0.8908 -0.8388
C -0.8943 -1.6409 6.3332
C -0.8683 -1.0968 4.9291
C -1.8065 -0.2292 4.4692
C -1.8075 0.2553 3.1231
C -2.9032 1.0467 2.7903
N -3.4563 1.3639 1.6274
C -3.3241 0.6636 0.3544
C -3.7238 -0.8117 0.4882
C -3.9467 -1.4871 -0.8601
N -2.7111 -1.5788 -1.6070
C -2.2023 -2.6719 -2.1157
C -0.9720 -2.6974 -2.7807
C -0.4909 -3.9220 -3.3187
C 0.7079 -4.0048 -3.9589
C 1.2461 -5.2956 -4.5141
C 1.4787 -2.8185 -4.0602
C 1.0666 -1.6147 -3.5593
C 1.9671 -0.4267 -3.6145
N 2.8681 -0.1704 -2.7644
C 3.0650 -1.0839 -1.6480
C 3.9074 -0.4247 -0.5541
C 3.5176 -0.9052 0.8405
N 2.1457 -0.5664 1.1816
C 1.6049 -1.2217 2.1195
C 0.3313 -0.9224 2.7820
C 0.1849 -1.4362 4.0459
C -0.6813 -0.0313 2.2347
O -0.5760 0.5125 1.1153
C -0.1970 -1.4870 -2.8892
O -0.5861 -0.3746 -2.4080
H -1.9130 -1.6944 6.7139
H -0.3162 -1.0015 7.0039
H -0.4623 -2.6401 6.3759
H -2.6193 0.0729 5.1227
H -3.4438 1.4659 3.6350
H -4.2502 1.9788 1.6911
H -2.2911 0.7323 0.0187
H -3.9729 1.1738 -0.3580
H -4.6395 -0.8884 1.0784
H -2.9361 -1.3439 1.0245
H -4.6861 -0.9276 -1.4403
H -4.3379 -2.4928 -0.7030
H -2.0923 -0.7600 -1.7462
H -2.7744 -3.5900 -2.0037
H -1.1134 -4.8048 -3.2099
H 0.4721 -6.0596 -4.5589
H 2.0570 -5.6726 -3.8867
H 1.6503 -5.1499 -5.5163
H 2.4415 -2.8713 -4.5605
H 1.8522 0.2654 -4.4501
H 3.5531 -1.9894 -2.0148
H 2.1002 -1.3936 -1.2217
H 3.7868 0.6609 -0.6125
H 4.9649 -0.6410 -0.7044
H 4.1702 -0.4054 1.5627
H 3.7010 -1.9853 0.9298
H 2.1533 -2.0476 2.5985
H 0.9603 -2.0993 4.4184
C 2.3735 5.0743 -2.1045
N 1.3746 5.1599 -1.0603
C 0.2220 5.9211 -1.0848
C -0.4452 5.6720 0.0601
N 0.3024 4.7586 0.7787
C -0.0534 4.1561 2.0463
C 1.4224 4.4358 0.0858
Se 2.7400 3.2926 0.6084
H 2.1464 5.8074 -2.8740
H 2.3828 4.0753 -2.5401
H 3.3592 5.2688 -1.6866
H -0.0036 6.5849 -1.9001
H -1.3646 6.0796 0.4408
H -0.9466 4.6438 2.4300
H 0.7654 4.2784 2.7532
H -0.2346 3.0872 1.9180

Cartesian forces (eV/Å) of the 3 atoms listed first:
Rb 0.11 1.30 -0.14
C 0.05 0.08 -0.06
C -0.20 0.03 0.16

Properties
Lowest unoccupied orbital energy (eV): -2.91
Energy relative to the best compared isomer or geometry (same formula, charge and spin) (kJ/mol): 28.98
Charge: +1
Highest occupied orbital energy (eV): -9.60
Molar mass (g mol⁻¹): 665.08
DFT total energy (eV): -109689.829